Entry 1:
C49H54N7O4RuSi | ωB97M-V with the def2-TZVPD basis set

## Properties
- Orbital gap (alpha / beta): 0.1699 / 0.2162 hartree
- Net charge: 0
- HOMO (alpha / beta): -4.8765 / -7.9139 eV
- LUMO (alpha / beta): -0.25 / -2.03 eV
- Expectation value of S²: 8.859
- Spin multiplicity: 6
- Electronic energy: -2968.018446 a.u.

Geometry (Å):
Ru  13.282  16.029  10.369
C  9.956  16.403  12.749
C  10.802  17.632  12.988
C  10.678  18.435  14.118
C  11.704  19.402  14.477
C  12.696  19.722  13.600
C  12.735  19.123  12.262
C  13.541  19.786  11.196
C  11.876  18.009  12.076
N  11.835  17.463  10.827
C  11.103  18.046  9.783
O  10.262  18.930  9.971
C  11.675  17.631  8.505
C  11.077  17.957  7.228
C  11.746  17.526  6.033
C  12.811  16.554  6.173
C  13.234  16.153  7.474
N  12.664  16.733  8.544
C  14.293  15.179  7.733
O  14.967  14.622  6.837
N  14.551  15.005  9.136
C  15.850  14.613  9.557
C  16.233  13.182  9.571
C  15.235  12.122  9.067
C  17.463  12.765  10.047
C  18.349  13.716  10.542
C  18.031  15.078  10.495
C  16.804  15.565  10.055
C  16.427  17.030  10.024
H  10.538  15.580  12.367
H  9.530  16.080  13.711
H  9.109  16.614  12.072
H  9.851  18.290  14.836
H  11.698  19.960  15.434
H  13.403  20.485  13.905
H  14.174  20.589  11.541
H  14.207  19.031  10.751
H  12.973  20.128  10.291
H  10.229  18.666  7.202
H  11.394  17.887  5.100
H  13.289  16.119  5.297
H  14.704  12.526  8.250
H  15.794  11.289  8.719
H  14.565  11.726  9.890
H  17.785  11.773  10.043
H  19.341  13.414  10.962
H  18.822  15.815  10.766
H  17.193  17.575  10.568
H  16.348  17.535  9.055
H  15.375  17.125  10.455
O  10.411  12.335  11.215
C  11.302  13.376  10.832
C  12.469  13.647  11.800
C  12.712  12.676  12.745
C  13.782  12.928  13.672
C  14.393  14.162  13.783
C  13.983  15.095  12.818
N  13.101  14.798  11.886
H  9.696  12.393  10.542
H  10.789  14.382  10.682
H  11.798  13.154  9.892
H  12.107  11.772  12.757
H  14.000  12.098  14.292
H  15.187  14.336  14.533
H  14.277  16.160  12.971
C  11.801  5.334  6.384
N  12.399  6.148  7.472
N  13.276  7.223  7.092
C  13.540  8.044  8.309
O  14.307  9.003  8.364
C  12.783  7.341  9.305
C  12.063  6.255  8.812
C  11.009  5.388  9.457
C  14.196  7.130  6.070
C  14.861  5.905  5.653
C  15.885  5.919  4.700
C  16.227  7.102  4.043
C  15.502  8.253  4.353
C  14.624  8.259  5.437
H  11.183  4.504  6.804
H  12.565  4.911  5.729
H  11.124  5.839  5.696
H  12.671  7.699  10.350
H  10.055  5.667  9.024
H  11.031  5.521  10.521
H  11.227  4.303  9.187
H  14.753  4.968  6.224
H  16.396  4.956  4.393
H  17.013  7.065  3.245
H  15.703  9.156  3.787
H  14.359  9.247  5.834
C  9.797  10.783  8.159
Si  8.087  11.209  8.653
C  7.066  11.279  7.066
C  7.110  10.036  9.813
N  8.047  12.826  9.377
C  7.178  13.428  10.131
C  6.582  14.674  9.712
C  5.819  15.465  10.524
C  5.675  15.143  11.905
C  6.241  13.964  12.371
C  6.880  13.021  11.576
H  9.819  9.738  7.841
H  10.540  10.968  8.942
H  10.015  11.430  7.317
H  6.051  11.637  7.462
H  7.050  10.374  6.483
H  7.469  12.109  6.510
H  7.469  8.977  9.756
H  6.010  9.938  9.673
H  7.274  10.349  10.830
H  6.812  15.081  8.704
H  5.343  16.355  10.058
H  5.117  15.732  12.644
H  6.040  13.687  13.422
H  7.207  12.129  12.063

Forces on the atoms, in the same order (eV/Å):
Ru -1.2 2.3 -2.8
C -0.8 0.8 0.4
C 1.8 1.1 0.5
C 0.9 0.3 1.0
C -1.4 -0.7 -0.1
C 0.1 -0.7 -1.9
C -1.3 0.4 2.9
C 0.2 -1.2 -1.5
C -1.2 1.8 1.2
N 1.2 -2.2 -2.1
C 0.5 1.1 1.1
O 0.4 -1.0 -0.4
C -3.3 0.9 -3.5
C 2.0 0.2 1.4
C 0.5 -1.2 2.3
C -0.4 0.5 1.2
C -0.6 0.4 -3.5
N 1.1 -1.2 2.2
C 1.8 -1.0 -0.7
O -1.3 0.9 1.7
N -0.7 1.0 -0.5
C 1.8 -2.3 1.0
C -1.9 1.3 -0.3
C 0.5 0.6 2.0
C 0.0 2.4 0.4
C 0.7 0.5 0.2
C 0.9 0.5 0.3
C -1.5 -1.0 -1.5
C -0.6 -0.1 0.5
H 0.2 -0.1 -0.2
H 0.1 0.1 -0.3
H 0.4 -0.2 0.1
H 0.5 -0.1 -0.5
H -0.4 -0.6 -0.6
H 0.1 0.0 -0.3
H 0.0 0.3 0.3
H 0.1 0.1 0.0
H 0.0 -0.1 1.0
H 0.6 -0.6 0.1
H -0.1 0.0 -0.8
H 0.0 0.1 0.3
H -1.0 0.3 -0.8
H 0.4 -0.9 -0.3
H 0.5 0.6 -0.9
H 0.0 -1.6 -0.1
H -1.0 0.3 -0.5
H -0.7 -0.6 0.0
H -0.3 0.3 0.4
H 0.1 -0.6 -0.2
H 1.5 0.3 -0.1
O 0.5 0.8 -0.2
C 0.5 2.0 -0.5
C -2.3 -2.5 1.1
C 1.8 0.6 1.0
C -1.9 -0.6 -1.1
C 0.1 -0.2 -0.7
C 1.1 0.5 2.7
N 0.1 0.4 0.0
H 0.2 -0.1 0.5
H 0.3 -1.2 0.1
H -0.1 -0.2 -0.5
H 0.4 0.1 0.0
H 0.5 -0.4 0.8
H -0.7 0.2 -0.6
H -0.1 -0.8 -0.7
C -0.4 -0.6 0.6
N 0.4 -0.3 -0.9
N -1.4 0.3 2.7
C 0.4 -0.8 -0.8
O -1.1 -1.2 -0.3
C -1.4 -0.2 1.6
C 1.4 1.7 -1.5
C 1.3 -0.9 -1.6
C 1.9 -2.7 -1.5
C 0.1 0.4 1.0
C -0.1 -0.8 -0.2
C -0.2 -0.2 -0.9
C 1.2 -0.7 0.1
C 0.0 2.2 -0.4
H 0.8 0.6 0.0
H 0.1 0.0 0.4
H 0.0 0.8 0.3
H 0.3 -0.3 -1.0
H -0.3 -0.1 0.2
H -0.1 0.0 0.4
H -0.4 1.3 0.5
H -0.4 0.6 -0.3
H -0.6 1.2 0.7
H -0.9 0.3 0.8
H 0.0 0.1 0.4
H -0.5 -0.5 -0.3
C 0.4 -0.1 0.6
Si -1.6 0.2 0.4
C -0.9 1.4 1.8
C 0.2 -1.2 -0.4
N -0.2 -1.2 -1.2
C 0.1 -0.2 2.5
C 0.4 0.6 -0.7
C -0.6 0.6 0.5
C -0.2 0.2 -0.7
C -0.2 -1.5 0.7
C -0.4 2.3 -1.7
H 0.2 0.1 0.0
H 0.0 -0.3 -0.2
H 0.2 0.0 -0.3
H 1.0 -0.8 -0.9
H -0.3 -0.3 -0.1
H 0.1 0.2 -0.6
H -0.1 0.7 0.0
H 0.7 0.5 -0.2
H 0.1 0.0 0.5
H -0.1 -0.8 0.7
H 0.4 -0.6 0.7
H 0.2 0.0 -0.7
H 0.3 0.3 -0.6
H 0.4 -0.5 -0.3

Entry 2:
C49H55As2N6O2S2Si2Ti | ωB97M-V with the def2-TZVPD basis set

## Properties
- Orbital gap (alpha / beta): 0.1792 / 0.1789 hartree
- Net charge: +1
- HOMO (alpha / beta): -9.4815 / -9.4815 eV
- LUMO (alpha / beta): -4.61 / -4.61 eV
- Electronic energy: -9075.273859 a.u.

Geometry (Å):
Ti  -0.544  -3.469  0.888
N  6.238  -1.203  -0.050
C  5.367  -2.142  0.391
C  4.268  -2.518  -0.366
C  3.366  -3.512  0.050
C  3.497  -3.973  1.369
C  4.625  -3.677  2.174
C  5.569  -2.792  1.639
S  2.235  -5.029  2.078
O  2.414  -5.373  3.457
O  1.932  -6.009  1.076
N  0.827  -3.987  2.065
C  0.866  -2.648  2.472
N  -0.216  -1.948  2.086
C  -0.212  -0.573  2.122
C  0.803  0.026  2.852
C  1.842  -0.761  3.310
N  1.859  -2.119  3.167
H  5.886  -0.631  -0.827
H  7.108  -0.926  0.400
H  4.052  -2.034  -1.301
H  2.576  -3.970  -0.594
H  4.715  -4.142  3.141
H  6.523  -2.741  2.208
H  -1.052  -0.066  1.684
H  0.765  1.111  3.059
H  2.671  -0.316  3.887
C  -3.419  -2.569  -1.838
Si  -3.782  -4.435  -1.784
C  -3.690  -5.094  -3.533
C  -5.482  -4.919  -1.077
C  -2.457  -5.342  -0.673
C  -2.753  -5.301  0.736
C  -3.717  -6.226  1.305
C  -4.080  -6.162  2.666
C  -3.653  -5.052  3.393
C  -2.830  -4.123  2.803
N  -2.219  -4.368  1.572
Si  -1.403  -6.837  -1.400
C  -1.942  -7.737  -2.978
C  -1.450  -8.141  -0.036
C  0.338  -6.322  -1.892
H  -4.369  -2.036  -1.947
H  -2.701  -2.343  -2.629
H  -2.975  -2.071  -0.966
H  -4.034  -6.142  -3.601
H  -2.724  -5.010  -4.033
H  -4.351  -4.397  -4.084
H  -5.530  -5.905  -0.677
H  -6.146  -4.871  -1.948
H  -5.878  -4.213  -0.298
H  -4.193  -6.892  0.633
H  -4.576  -6.941  3.176
H  -4.034  -4.847  4.383
H  -2.543  -3.208  3.329
H  -1.167  -8.377  -3.358
H  -2.171  -7.029  -3.757
H  -2.889  -8.314  -2.764
H  -2.345  -8.766  0.062
H  -1.357  -7.674  0.952
H  -0.495  -8.711  -0.176
H  0.216  -5.178  -2.053
H  0.943  -6.752  -2.753
H  0.983  -6.377  -0.978
C  -0.271  6.460  -0.139
C  1.244  6.469  -0.269
As  1.800  4.797  0.699
C  3.440  4.498  -0.341
C  3.493  3.407  -1.187
C  4.508  3.232  -2.162
C  5.613  4.077  -2.131
C  5.603  5.161  -1.237
C  4.524  5.395  -0.442
C  2.612  5.856  2.176
C  2.092  7.074  2.717
C  2.705  7.650  3.802
C  3.753  6.975  4.482
C  4.291  5.836  3.976
C  3.726  5.309  2.792
As  -1.089  4.668  -0.695
C  -1.428  5.108  -2.564
C  -0.475  4.741  -3.566
C  -0.781  4.959  -4.900
C  -1.984  5.545  -5.302
C  -2.912  5.972  -4.290
C  -2.620  5.752  -2.961
C  -2.838  4.668  0.218
C  -3.984  4.061  -0.360
C  -5.108  3.892  0.439
C  -5.188  4.520  1.690
C  -4.055  5.135  2.288
C  -2.868  5.130  1.534
H  -0.728  7.300  -0.672
H  -0.430  6.501  0.940
H  1.761  7.376  0.067
H  1.568  6.303  -1.309
H  2.688  2.666  -1.138
H  4.465  2.351  -2.795
H  6.435  3.885  -2.848
H  6.430  5.867  -1.183
H  4.472  6.275  0.216
H  1.221  7.498  2.208
H  2.262  8.539  4.244
H  4.057  7.433  5.425
H  5.190  5.332  4.347
H  4.194  4.431  2.317
H  0.487  4.290  -3.260
H  -0.087  4.641  -5.726
H  -2.208  5.659  -6.390
H  -3.939  6.328  -4.500
H  -3.309  6.032  -2.173
H  -3.888  3.753  -1.391
H  -5.989  3.376  0.132
H  -6.147  4.544  2.167
H  -4.119  5.887  3.079
H  -1.956  5.468  1.925
S  0.705  -0.321  -2.297
C  0.163  -1.379  -1.296
N  -0.207  -2.280  -0.570

Forces on the atoms, in the same order (eV/Å):
Ti -2.1 -1.8 -3.4
N -0.2 1.1 -1.2
C 0.6 -0.6 1.7
C -1.6 -0.9 -0.4
C 0.1 0.1 0.7
C 0.2 -0.6 1.0
C -0.6 0.9 -1.9
C 0.4 -1.2 0.9
S 0.3 0.4 -0.4
O 0.3 0.3 -0.9
O -0.5 0.2 0.5
N 0.7 0.7 0.1
C 1.1 -0.1 1.6
N -0.6 1.6 -0.4
C 0.9 -1.5 1.6
C -1.0 1.4 -0.9
C 0.2 -2.0 0.8
N 0.8 1.6 -0.2
H 0.8 -0.4 0.7
H -0.8 -0.3 -0.1
H 0.3 0.0 -0.5
H 0.7 0.9 0.4
H 0.2 0.1 0.2
H -0.8 0.6 -0.6
H -0.2 0.1 -0.1
H 0.2 -0.8 -0.4
H -0.5 -0.4 -0.4
C -0.3 0.1 0.5
Si 1.4 -0.5 1.1
C -0.4 0.4 -0.1
C -0.1 1.9 -0.2
C 1.9 0.9 -0.7
C -1.6 -1.3 0.9
C 0.6 1.3 1.8
C 1.6 0.4 -2.2
C 0.2 1.2 -0.2
C 0.9 -0.8 -0.1
N -1.8 0.7 0.6
Si -0.7 -0.5 -0.1
C -1.9 0.3 0.9
C 1.2 0.2 0.4
C 1.1 2.1 0.6
H 0.1 0.1 -0.6
H -0.4 0.0 -0.3
H -0.1 -0.6 0.2
H -0.1 0.7 -0.1
H 0.1 0.0 0.2
H 0.0 -0.6 0.0
H 0.1 -0.8 0.2
H -0.2 0.0 0.2
H 0.4 -0.6 -0.7
H 0.0 -0.9 -0.4
H -1.0 -0.7 0.1
H 0.1 -0.1 0.1
H 0.1 -0.4 -0.2
H 0.4 -0.5 0.2
H 0.0 0.1 -0.3
H 1.0 0.3 -0.4
H 0.3 -0.1 -0.5
H 0.2 0.0 -0.1
H -1.0 -0.1 0.2
H 0.4 -1.6 -0.1
H -1.2 0.3 1.0
H -0.3 0.0 -0.7
C -0.2 -0.1 0.2
C 0.0 -1.4 -1.2
As 1.3 1.5 0.5
C 0.7 0.1 -0.6
C -0.3 -0.7 -0.8
C 0.0 0.0 1.4
C -0.1 -0.3 -0.6
C 0.8 0.0 -0.8
C -1.4 0.4 1.6
C 0.1 0.3 0.7
C 0.2 -1.3 -1.3
C -0.2 -0.7 0.9
C -0.9 1.8 0.5
C 0.4 -1.1 -1.5
C 0.4 -0.4 0.1
As 0.6 0.4 -0.2
C 0.0 0.2 -1.2
C -0.6 0.1 1.5
C 0.4 0.0 -1.5
C -1.1 0.5 0.7
C 0.1 -0.7 -1.3
C 1.0 -0.6 0.5
C -0.4 -0.1 -0.4
C 1.1 0.3 0.9
C 0.4 0.8 0.5
C 1.4 0.3 0.4
C -0.6 0.4 -1.9
C -1.3 -0.8 -0.7
H -0.2 -0.2 0.3
H -0.6 0.4 0.0
H -0.3 -0.3 0.2
H -0.2 0.1 0.2
H 0.2 0.2 -0.1
H 0.1 0.2 -0.1
H -0.5 0.4 0.7
H -0.1 -0.2 -0.2
H 0.3 -0.3 -0.4
H 0.3 0.2 0.4
H 0.3 0.0 -0.1
H 0.3 -0.3 -0.3
H -0.5 0.3 0.3
H -0.2 0.3 0.4
H -0.7 0.2 -0.3
H -0.6 0.3 1.1
H 0.1 -0.1 1.2
H 0.9 0.1 -0.3
H -0.2 0.1 -0.2
H -0.4 -0.3 -0.1
H -0.4 -0.2 -0.6
H -0.3 0.0 0.4
H -0.1 -0.9 0.3
H 0.9 0.8 0.8
S 0.0 0.4 -0.1
C -0.2 -1.6 0.7
N 0.3 0.7 -0.6